(1)
{
  "formula": "C32H29BrI2N10O3STa",
  "method": "ωB97M-V/def2-TZVPD",
  "total_charge": 1,
  "energy_ha": -5634.62512,
  "species": ["Ta", "C", "C", "N", "C", "C", "C", "S", "N", "C", "O", "C", "C", "C", "C", "C", "C", "H", "H", "H", "H", "H", "H", "H", "H", "H", "H", "H", "H", "H", "H", "H", "O", "C", "C", "C", "C", "C", "C", "C", "N", "C", "C", "N", "H", "H", "H", "H", "H", "H", "H", "I", "Br", "C", "C", "C", "C", "C", "N", "H", "H", "H", "H", "I", "C", "C", "N", "N", "C", "H", "H", "H", "O", "N", "C", "C", "N", "C", "N"],
  "xyz": [[-0.126207, 0.500599, 0.234923], [-4.112594, -3.669017, -1.673269], [-2.632522, -3.972877, -1.498588], [-1.789349, -3.169286, -2.389850], [-1.505777, -3.763416, -3.708753], [-0.222926, -4.578102, -3.692125], [-1.289165, -1.988515, -2.058922], [-1.818697, -1.297981, -0.543566], [-0.469365, -1.428228, -2.973806], [0.025842, -0.228706, -2.830156], [-0.079624, 0.505066, -1.775239], [0.827585, 0.356199, -3.924647], [1.163185, 1.710244, -3.878108], [1.946988, 2.258386, -4.877866], [2.412749, 1.456612, -5.913466], [2.081279, 0.108795, -5.959293], [1.282399, -0.441692, -4.970790], [-4.703201, -4.323562, -1.031775], [-4.426183, -3.834948, -2.705065], [-4.330605, -2.634814, -1.407689], [-2.426715, -5.016506, -1.739200], [-2.315068, -3.806336, -0.471896], [-1.449459, -2.965604, -4.441326], [-2.363038, -4.390686, -3.954200], [0.626178, -3.938740, -3.450447], [-0.053136, -5.025835, -4.671451], [-0.273852, -5.383304, -2.957557], [0.795801, 2.324380, -3.065232], [2.195563, 3.311784, -4.853883], [3.033681, 1.885292, -6.689630], [2.447743, -0.511938, -6.766221], [1.011148, -1.488731, -4.993669], [0.530046, 1.117070, 1.905103], [1.250249, 1.896238, 2.753323], [2.612183, 2.075399, 2.532519], [3.381015, 2.802310, 3.423602], [2.798615, 3.351565, 4.556136], [1.447955, 3.152321, 4.786178], [0.657167, 2.422377, 3.899931], [-0.758962, 2.205179, 4.251149], [-1.829788, 2.580539, 3.595881], [-2.890175, 2.275917, 4.417754], [-2.454073, 1.701741, 5.574836], [-1.088269, 1.666188, 5.459216], [3.075474, 1.603345, 1.675107], [4.439768, 2.926509, 3.236477], [3.391535, 3.919204, 5.260492], [0.980364, 3.571798, 5.668826], [-3.903905, 2.516283, 4.142138], [-2.971091, 1.345237, 6.448704], [-0.437217, 1.268059, 6.114440], [-1.027991, 3.084739, -0.252698], [-0.786176, -1.632550, 2.911115], [-2.292301, -0.595105, 2.471252], [-3.470427, -0.887260, 3.136050], [-4.611439, -0.185554, 2.797487], [-4.510282, 0.790244, 1.816991], [-3.291312, 1.020024, 1.222654], [-2.171095, 0.340237, 1.527977], [-3.471699, -1.663273, 3.886790], [-5.552858, -0.398114, 3.285994], [-5.361994, 1.375100, 1.500854], [-3.208644, 1.764343, 0.446993], [5.565163, 1.478815, -2.590381], [3.858128, 1.839084, -1.497057], [3.408951, 3.044142, -0.999012], [2.228997, 2.802399, -0.412833], [1.892125, 1.511507, -0.477662], [2.873866, 0.911373, -1.147428], [3.832450, 4.034240, -1.031493], [1.612135, 3.449038, 0.059255], [2.837738, -0.138718, -1.385203], [1.114064, -1.024762, 0.216546], [2.236444, -1.729925, 0.224240], [2.845159, -1.885270, 1.339643], [2.472057, -1.349655, 2.626090], [2.236513, -0.913002, 3.661238], [4.044895, -2.683803, 1.296566], [5.003984, -3.314104, 1.296982]],
  "forces_ev_per_a": [[0.2, 0.0, -0.3], [0.0, 0.0, 0.0], [0.0, 0.0, 0.0], [0.0, 0.1, 0.0], [0.0, -0.1, 0.0], [0.0, 0.0, 0.0], [0.2, 0.0, 0.0], [0.0, 0.1, 0.1], [-0.1, 0.1, 0.0], [0.2, -0.1, 0.2], [-0.1, 0.1, -0.1], [-0.1, 0.0, 0.1], [0.0, 0.0, 0.0], [0.0, 0.0, 0.0], [0.0, 0.0, 0.0], [0.0, 0.0, 0.0], [0.0, 0.0, -0.1], [0.0, 0.0, 0.0], [0.0, 0.0, 0.0], [0.0, 0.0, 0.0], [0.0, 0.0, 0.0], [0.0, 0.0, 0.0], [0.0, 0.0, 0.0], [0.0, 0.0, 0.0], [0.0, 0.0, 0.0], [0.0, 0.0, 0.0], [0.0, 0.0, 0.0], [0.0, 0.0, 0.0], [0.0, 0.0, 0.0], [0.0, 0.0, 0.0], [0.0, 0.0, 0.0], [0.0, 0.0, 0.0], [-0.3, -0.1, -0.2], [0.2, -0.1, 0.1], [0.0, -0.1, -0.1], [0.0, 0.1, 0.0], [0.0, 0.0, 0.0], [0.0, 0.0, 0.0], [-0.1, 0.0, 0.0], [0.1, 0.0, 0.1], [-0.1, 0.0, 0.0], [0.0, 0.0, 0.0], [0.0, 0.0, 0.0], [0.0, 0.0, 0.0], [0.0, 0.0, 0.1], [0.0, 0.0, 0.0], [0.0, 0.0, 0.0], [0.0, 0.0, 0.0], [0.0, 0.0, 0.0], [0.0, 0.0, 0.0], [0.0, 0.0, 0.0], [0.0, 0.0, 0.0], [-0.1, 0.1, 0.0], [0.1, -0.1, 0.1], [-0.1, 0.0, 0.0], [0.1, 0.0, -0.1], [-0.1, -0.1, 0.1], [-0.1, 0.1, -0.2], [0.0, 0.0, 0.1], [0.0, 0.0, 0.0], [0.0, 0.0, 0.0], [0.0, 0.0, 0.0], [0.1, 0.0, 0.0], [-0.1, 0.0, 0.1], [0.1, 0.0, 0.0], [0.0, 0.0, 0.0], [0.1, 0.1, 0.1], [-0.1, -0.2, 0.0], [0.1, 0.1, -0.1], [0.0, 0.0, 0.0], [0.0, 0.0, 0.0], [0.0, 0.0, 0.0], [-0.1, 0.1, 0.5], [0.0, 0.1, -0.5], [0.1, -0.1, 0.2], [0.0, 0.1, -0.1], [0.0, -0.1, 0.0], [0.0, 0.0, 0.0], [-0.1, 0.1, 0.0]]
}

(2)
{
  "formula": "C20H54O7",
  "method": "ωB97M-V/def2-TZVPD",
  "smiles": "CC(C)O.CC(C)O.CC(C)O.CC(C)O.CC(C)O.CC(C)O.CCO",
  "energy_ha": -1321.00777,
  "species": ["C", "C", "C", "O", "H", "H", "H", "H", "H", "H", "H", "H", "C", "C", "C", "O", "H", "H", "H", "H", "H", "H", "H", "H", "C", "C", "C", "O", "H", "H", "H", "H", "H", "H", "H", "H", "C", "C", "C", "O", "H", "H", "H", "H", "H", "H", "H", "H", "C", "C", "C", "O", "H", "H", "H", "H", "H", "H", "H", "H", "C", "C", "C", "O", "H", "H", "H", "H", "H", "H", "H", "H", "C", "C", "O", "H", "H", "H", "H", "H", "H"],
  "xyz": [[0.256152, 1.364187, 4.976778], [0.660345, 2.264313, 6.119250], [-0.145709, 3.539367, 6.096579], [0.477419, 1.570055, 7.372828], [0.333062, 1.889130, 4.021845], [-0.774862, 1.043867, 5.120976], [0.862160, 0.421183, 5.004709], [1.714156, 2.584511, 6.072378], [-1.216039, 3.495185, 6.222391], [0.024937, 4.021562, 5.122421], [0.185209, 4.250440, 6.825135], [-0.469528, 1.408285, 7.352471], [-1.868070, 5.396612, -1.736075], [-2.825103, 4.384920, -2.405168], [-3.049917, 3.156534, -1.571479], [-4.122727, 4.942481, -2.633518], [-0.829771, 5.078837, -1.813106], [-2.160582, 5.585111, -0.667968], [-1.934882, 6.337847, -2.237594], [-2.432276, 4.208830, -3.401764], [-2.220789, 2.432190, -1.674074], [-3.951436, 2.670905, -1.976277], [-3.277371, 3.452795, -0.542193], [-4.003044, 5.897083, -2.729809], [4.929488, 0.805585, 0.411073], [3.683172, 0.049063, 0.102985], [3.733368, -0.448690, -1.364655], [3.538395, -1.072593, 0.970906], [5.727341, 0.101930, 0.155760], [4.912862, 1.207970, 1.408607], [5.069568, 1.685827, -0.243869], [2.770978, 0.681963, 0.237612], [3.968691, 0.460115, -1.921643], [2.792178, -0.927024, -1.733609], [4.566178, -1.186895, -1.531351], [4.429836, -1.387835, 1.148959], [2.875078, -4.370872, -1.934451], [1.845110, -4.515478, -0.848882], [2.049193, -5.713882, 0.043870], [1.667790, -3.290673, -0.163031], [2.450761, -3.685501, -2.672843], [3.142934, -5.343252, -2.433454], [3.787689, -3.839431, -1.623626], [0.926252, -4.568071, -1.367242], [1.833501, -6.653590, -0.448796], [1.460258, -5.472599, 0.981516], [3.101694, -5.857876, 0.407378], [2.417395, -2.849603, 0.287852], [-0.508403, 1.543550, -4.411501], [-0.481754, 0.341633, -3.446980], [-0.786832, -0.909322, -4.295006], [0.698042, 0.320674, -2.708905], [-1.331717, 1.398907, -5.083144], [0.400702, 1.477617, -5.007370], [-0.528153, 2.521348, -3.892411], [-1.377370, 0.421928, -2.765020], [0.125950, -1.085530, -4.913733], [-1.623058, -0.570094, -4.887244], [-0.973418, -1.820688, -3.735866], [0.523198, -0.286840, -1.962268], [-2.671951, -3.287409, 1.180331], [-3.762022, -2.374147, 0.647793], [-3.184099, -0.947786, 0.553580], [-4.156757, -2.892948, -0.688289], [-2.269219, -2.950475, 2.126134], [-1.820540, -3.247100, 0.403267], [-3.019824, -4.292666, 1.309670], [-4.650175, -2.485911, 1.328305], [-2.789857, -0.655711, 1.529735], [-3.775417, -0.207721, 0.055754], [-2.337685, -1.118206, -0.097090], [-5.028504, -3.157311, -0.491370], [-0.454908, 0.890016, 0.560620], [0.020533, -0.585994, 0.678858], [-0.288967, -1.339789, -0.455919], [-0.183125, 1.447041, -0.360697], [-0.147098, 1.477965, 1.438935], [-1.507438, 0.907456, 0.652971], [-0.476558, -1.099053, 1.513314], [1.095180, -0.556447, 0.956394], [0.360204, -2.081806, -0.520652]],
  "forces_ev_per_a": [[0.8, -1.0, 0.1], [-0.2, 0.2, 0.6], [0.3, 1.0, -0.9], [0.2, 0.4, -0.7], [0.1, -0.3, 0.0], [-0.2, 0.1, -0.1], [-0.4, 0.9, -0.3], [-0.2, -0.5, 0.0], [-0.5, -0.7, 0.0], [-0.1, 0.0, 0.1], [0.4, 0.3, 0.6], [-0.2, -0.3, 0.5], [-0.8, -0.5, 0.9], [0.3, 1.0, 0.2], [-0.2, -0.8, -0.7], [0.0, 0.7, 0.4], [0.0, -0.2, 0.2], [0.4, -0.3, -0.9], [0.0, 0.8, -0.5], [0.4, -0.7, -0.1], [-0.3, 0.4, 0.4], [0.3, 0.0, 0.2], [0.3, -0.2, -0.1], [-0.2, -0.2, -0.1], [0.3, 0.7, -0.8], [-1.4, -0.4, -1.4], [0.0, -0.2, 0.2], [-0.1, -0.2, 0.4], [0.5, 0.3, 0.6], [0.4, -0.3, 0.6], [-0.2, -0.5, 0.1], [0.6, -0.5, 0.0], [-0.2, -0.3, -0.6], [0.7, 0.6, 0.4], [-0.6, 0.7, 0.4], [0.0, -0.1, 0.1], [0.8, 0.1, -1.1], [1.3, 0.1, -0.1], [0.6, 0.7, 2.1], [-0.2, 1.0, 0.9], [0.1, -0.2, -0.3], [-0.3, 0.9, 0.5], [-0.1, -0.5, 0.3], [-1.3, -0.7, -0.4], [-0.6, -0.1, 0.0], [0.3, -1.0, -1.1], [-0.6, 0.6, -0.4], [0.0, -0.6, -0.5], [1.0, -0.3, 1.0], [-2.2, 0.2, -0.2], [1.8, 0.6, 0.0], [0.4, -0.4, 0.5], [-0.6, 0.4, -0.2], [0.2, 0.2, -0.1], [-0.1, -0.5, -0.3], [0.7, 0.2, -0.2], [-0.8, 0.0, 0.0], [-0.3, -0.7, -0.4], [-0.3, 0.1, 0.2], [0.1, 0.2, -0.2], [1.4, 0.5, -1.5], [-0.4, -0.2, 0.1], [0.2, -1.7, -0.2], [1.5, 1.3, 1.4], [0.1, 0.2, 0.3], [-1.2, -0.3, 1.2], [-0.2, -0.6, -0.1], [0.6, 0.5, -0.6], [-0.3, 0.2, -0.1], [-0.8, 0.4, 0.1], [0.3, 0.3, -0.1], [-1.7, -0.7, -0.4], [0.6, -0.2, 0.3], [0.5, 1.2, 1.2], [1.0, -0.3, -1.4], [0.2, -0.7, 0.5], [0.4, -0.3, -0.3], [-1.3, 0.1, -0.3], [0.0, 0.5, 0.3], [-0.4, -0.4, -0.5], [-0.4, 0.3, 0.3]]
}